(1)
Formula: C7H11O4
Source: OMol25
Level of theory: ωB97M-V with the def2-TZVPD basis set

The geometry in XYZ format:
```
22
Properties=species:S:1:pos:R:3:forces:R:3
C -0.498 -0.780 0.095 0.69 0.35 -1.43
C -0.150 -2.304 -0.347 -1.33 0.64 0.13
C 0.815 -0.163 -0.103 2.39 0.57 0.14
C 0.333 3.399 -1.347 1.52 -2.93 -0.54
C -0.959 -0.603 1.535 1.32 -1.04 -0.44
C -0.132 4.619 -0.700 -3.98 -1.02 -0.75
C 0.698 -3.445 -2.204 -0.49 -0.45 -4.39
O -0.420 -3.207 0.370 0.23 -0.05 0.07
O 1.911 0.124 -0.172 -2.64 -0.67 0.13
O 0.323 2.294 -0.809 -0.97 0.06 0.95
O 0.343 -2.297 -1.561 0.10 3.33 1.80
H -1.158 -0.183 -0.607 0.55 -1.07 0.34
H 0.860 3.209 -2.308 -0.47 1.92 -0.25
H -1.937 -0.997 1.642 -1.06 0.11 -0.06
H -0.823 0.426 1.726 -0.46 1.08 0.83
H -0.339 -1.216 2.175 0.28 0.06 0.28
H 0.600 5.349 -0.735 1.53 1.52 0.70
H -0.686 4.314 0.226 1.25 0.67 -0.33
H -0.976 5.057 -1.322 0.94 -0.45 0.28
H 1.710 -3.384 -2.627 -0.15 0.14 0.54
H 0.001 -3.377 -3.121 1.04 -1.14 1.27
H 0.572 -4.269 -1.582 -0.31 -1.64 0.71
```
Forces are in eV/Å.

Properties
Energy above the lowest of the compared OMol25 structures with the same formula, charge and spin, kJ/mol: 97.7
Net charge: +1
Energy, eV: -15617.949
Kohn-Sham gap, eV: 9.09
M, g/mol: 159.16
HOMO energy, eV: -13.61

(2)
Formula: C7H11P
Source: OMol25
Level of theory: ωB97M-V with the def2-TZVPD basis set

The geometry in XYZ format:
```
19
Properties=species:S:1:pos:R:3:forces:R:3
C -0.174 -0.045 -1.481 0.17 -0.32 -2.20
C 0.586 0.989 -1.314 -0.51 0.11 1.66
C 0.400 0.494 1.156 1.72 1.34 -1.14
C -0.745 -0.896 -0.447 -1.21 -1.04 1.05
C 0.028 -0.853 0.923 -0.29 -2.07 0.01
C 1.292 2.057 -2.028 -0.41 0.35 -1.11
C -1.034 -1.344 1.936 -0.83 0.22 -3.38
P 0.929 1.996 1.390 0.56 1.17 0.85
H -0.420 -0.369 -2.526 0.10 0.34 0.64
H -1.786 -0.473 -0.174 1.26 -1.00 -0.72
H -0.791 -1.971 -0.798 -0.39 1.13 0.43
H 0.879 -1.678 0.941 -1.22 2.08 -0.19
H 2.141 1.509 -2.516 -0.49 1.10 0.10
H 1.651 2.825 -1.334 0.29 -0.27 0.07
H 0.642 2.679 -2.776 1.04 -1.50 1.07
H -1.926 -0.721 1.887 0.01 0.03 -0.09
H -0.749 -1.380 2.900 1.35 -0.29 3.28
H -1.270 -2.319 1.538 -0.49 -0.53 0.42
H 1.379 2.262 2.837 -0.66 -0.86 -0.75
```
Forces are in eV/Å.

Properties
Energy above the lowest of the compared OMol25 structures with the same formula, charge and spin, kJ/mol: 431.9
Energy, eV: -16719.762
Kohn-Sham gap (spin up / spin down), eV: 7.61 / 7.66
M, g/mol: 126.14
HOMO energy (spin up / spin down), eV: -7.46 / -7.36

The records above give, respectively, F_max values of 4.44, 3.55 eV Å⁻¹.